{
  "formula": "C18H15Cl3F4N5V",
  "method": "the ωB97M-V functional and the def2-TZVPD basis",
  "e_above_lowest_ev": 0.481,
  "homo_lumo_gap_ev": [6.9, 8.2],
  "e_homo_ha": [-0.55320, -0.55561],
  "charge": 2,
  "s2": 2.1939,
  "multiplicity": 3,
  "species": ["V", "C", "N", "C", "C", "C", "N", "C", "C", "F", "C", "F", "C", "C", "F", "C", "F", "H", "H", "H", "H", "H", "H", "H", "H", "H", "H", "H", "Cl", "C", "Cl", "Cl", "C", "N", "N", "C", "C", "C", "C", "C", "N", "C", "H", "H", "H", "H"],
  "xyz": [[-0.24, 0.09, -0.30], [-0.76, 3.12, -0.51], [0.29, 2.10, -0.70], [0.76, 2.13, -2.11], [1.43, 2.36, 0.22], [2.37, 1.15, 0.29], [1.60, -0.05, -0.05], [2.28, -1.17, -0.53], [1.59, -1.96, -1.44], [0.31, -1.50, -1.76], [2.10, -3.10, -2.02], [1.38, -3.79, -2.89], [3.38, -3.49, -1.67], [4.10, -2.73, -0.76], [5.32, -3.09, -0.42], [3.57, -1.58, -0.19], [4.27, -0.89, 0.70], [-0.34, 4.12, -0.64], [-1.17, 3.04, 0.50], [-1.55, 2.97, -1.24], [1.03, 3.14, -2.39], [-0.05, 1.80, -2.77], [1.62, 1.47, -2.24], [1.02, 2.59, 1.20], [1.98, 3.24, -0.12], [2.78, 1.06, 1.30], [3.22, 1.25, -0.39], [3.82, -4.38, -2.11], [-4.65, -1.21, -3.42], [-4.51, 0.27, -2.48], [-5.74, 0.37, -1.23], [-4.51, 1.71, -3.50], [-3.20, 0.23, -1.80], [-2.19, 0.21, -1.27], [-3.42, -3.90, 3.05], [-2.86, -2.89, 3.04], [-2.19, -1.63, 2.99], [-2.06, -0.80, 4.11], [-1.40, 0.41, 3.97], [-0.88, 0.76, 2.74], [-1.00, -0.04, 1.66], [-1.64, -1.21, 1.79], [-2.48, -1.10, 5.06], [-1.29, 1.08, 4.81], [-0.36, 1.69, 2.60], [-1.73, -1.84, 0.91]],
  "lowdin_spin": [2.232, 0.007, -0.003, 0.005, 0.005, -0.014, -0.210, -0.004, -0.023, 0.013, 0.003, 0.004, -0.035, 0.004, 0.004, -0.030, -0.009, 0.000, 0.001, 0.000, 0.000, 0.000, 0.000, 0.001, 0.000, -0.010, -0.004, -0.002, 0.002, 0.001, 0.001, 0.002, 0.020, 0.007, -0.001, 0.000, -0.001, 0.008, -0.001, 0.010, 0.003, 0.010, 0.000, 0.000, 0.001, 0.001]
}

{
  "formula": "C33H33AlFN5O3P",
  "method": "the ωB97M-V functional and the def2-TZVPD basis",
  "homo_lumo_gap_ev": 8.2,
  "e_homo_ha": -0.58704,
  "charge": 3,
  "species": ["Al", "C", "C", "N", "C", "C", "C", "O", "O", "C", "O", "C", "C", "C", "F", "C", "C", "C", "N", "C", "C", "N", "C", "C", "H", "H", "H", "H", "H", "H", "H", "H", "H", "H", "H", "H", "H", "H", "H", "H", "H", "H", "N", "P", "C", "C", "C", "C", "C", "C", "C", "C", "C", "C", "C", "C", "C", "C", "C", "C", "C", "N", "H", "H", "H", "H", "H", "H", "H", "H", "H", "H", "H", "H", "H", "H", "H"],
  "xyz": [[-0.22, -0.37, 0.53], [-7.13, 2.76, 0.43], [-6.75, 1.31, 0.73], [-5.32, 1.14, 1.03], [-4.49, 0.85, 0.03], [-3.15, 0.57, 0.19], [-2.37, 0.32, -1.08], [-2.86, 0.44, -2.15], [-1.10, -0.04, -0.88], [-2.61, 0.54, 1.48], [-1.39, 0.16, 1.75], [-3.46, 0.97, 2.55], [-2.95, 1.14, 3.85], [-3.76, 1.58, 4.85], [-3.18, 1.82, 6.04], [-5.14, 1.86, 4.66], [-5.62, 1.71, 3.37], [-4.82, 1.28, 2.31], [-6.00, 2.27, 5.68], [-5.70, 2.04, 7.09], [-6.98, 1.89, 7.89], [-7.83, 3.11, 7.72], [-8.15, 3.32, 6.28], [-6.85, 3.44, 5.49], [-8.20, 2.82, 0.24], [-6.60, 3.12, -0.45], [-6.89, 3.42, 1.27], [-6.98, 0.69, -0.14], [-7.32, 0.91, 1.56], [-4.91, 0.83, -0.97], [-1.90, 0.98, 4.04], [-6.66, 1.94, 3.18], [-5.08, 2.84, 7.52], [-5.15, 1.11, 7.21], [-6.75, 1.75, 8.95], [-7.56, 1.04, 7.55], [-7.32, 3.92, 8.08], [-8.69, 3.04, 8.28], [-8.74, 4.22, 6.17], [-8.73, 2.47, 5.94], [-6.32, 4.35, 5.79], [-7.11, 3.55, 4.44], [2.04, -1.52, 1.97], [1.86, 0.14, 1.60], [1.59, 0.90, 3.22], [0.93, 0.19, 4.22], [0.74, 0.77, 5.46], [1.16, 2.08, 5.69], [1.79, 2.79, 4.69], [2.01, 2.21, 3.45], [3.46, 0.73, 1.05], [4.55, 0.56, 1.91], [5.79, 1.04, 1.53], [5.94, 1.70, 0.31], [4.86, 1.88, -0.53], [3.61, 1.39, -0.17], [1.27, -2.54, 1.48], [1.53, -3.87, 1.80], [0.74, -4.85, 1.25], [-0.29, -4.51, 0.35], [-0.50, -3.19, 0.09], [0.24, -2.21, 0.67], [2.80, -1.79, 2.58], [0.62, -0.83, 4.05], [0.27, 0.20, 6.26], [1.01, 2.53, 6.67], [2.14, 3.80, 4.88], [2.54, 2.76, 2.68], [4.43, 0.08, 2.87], [6.64, 0.91, 2.19], [6.91, 2.08, 0.03], [4.98, 2.39, -1.47], [2.76, 1.51, -0.83], [2.35, -4.12, 2.46], [0.91, -5.89, 1.50], [-0.89, -5.27, -0.13], [-1.27, -2.85, -0.60]],
  "lowdin_charge": [0.291, -0.042, -0.155, 0.007, 0.078, 0.001, -0.470, 0.177, 0.045, -0.171, 0.014, -0.038, 0.106, -0.168, 0.088, -0.116, 0.074, -0.094, -0.076, -0.124, -0.076, 0.071, -0.078, -0.115, 0.095, 0.091, 0.073, 0.136, 0.122, 0.169, 0.130, 0.111, 0.142, 0.142, 0.149, 0.148, 0.192, 0.196, 0.149, 0.147, 0.149, 0.127, -0.064, 1.083, -0.345, -0.100, -0.067, -0.046, -0.042, -0.065, -0.363, -0.084, -0.039, -0.027, -0.043, -0.076, -0.311, 0.032, 0.012, -0.011, -0.044, 0.056, 0.134, 0.107, 0.117, 0.119, 0.122, 0.118, 0.115, 0.123, 0.125, 0.123, 0.109, 0.134, 0.136, 0.130, 0.136]
}

{
  "formula": "C4H11NOS",
  "method": "the ωB97M-V functional and the def2-TZVPD basis",
  "smiles": "OCNCCCS",
  "e_above_lowest_ev": 1.658,
  "homo_lumo_gap_ev": 9.8,
  "e_homo_ha": -0.33009,
  "charge": 0,
  "species": ["O", "C", "N", "C", "C", "C", "S", "H", "H", "H", "H", "H", "H", "H", "H", "H", "H", "H"],
  "xyz": [[1.27, -0.73, 2.45], [0.73, -1.62, 1.42], [1.43, -1.50, 0.18], [1.60, -0.18, -0.43], [0.39, 0.83, -0.41], [-0.94, 0.22, -0.81], [-2.16, 1.55, -1.34], [0.90, -0.87, 3.32], [-0.25, -1.21, 1.26], [0.89, -2.62, 1.81], [2.30, -2.01, 0.24], [1.71, -0.34, -1.51], [2.48, 0.31, -0.02], [0.26, 1.11, 0.64], [0.78, 1.64, -1.01], [-0.80, -0.52, -1.60], [-1.55, -0.17, -0.01], [-1.78, 1.61, -2.62]],
  "nbo_charge": [-0.781, 0.087, -0.637, -0.210, -0.434, -0.483, -0.075, 0.470, 0.157, 0.173, 0.367, 0.182, 0.190, 0.215, 0.225, 0.219, 0.216, 0.117]
}

{
  "formula": "C2HCl2NS2",
  "method": "the ωB97M-V functional and the def2-TZVPD basis",
  "smiles": "S=NSCl.C#CCl",
  "e_above_lowest_ev": 3.161,
  "homo_lumo_gap_ev": 7.3,
  "e_homo_ha": -0.32807,
  "charge": 0,
  "species": ["S", "N", "S", "Cl", "C", "C", "Cl", "H"],
  "xyz": [[-5.05, -0.69, -0.22], [-4.18, 0.12, 0.81], [-2.86, 0.94, 1.00], [-1.66, 1.64, -0.60], [0.16, -0.90, 0.96], [-0.68, -1.44, 0.28], [-1.87, -2.03, -0.65], [1.07, -0.39, 1.36]],
  "nbo_charge": [0.299, -0.763, 0.729, -0.262, -0.259, -0.147, 0.142, 0.260]
}

Calculated electronic energy, -100468.4377, -66935.9612, -18698.2606, -50291.4459 eV (same order as the records).